Run 1
Molecular formula: C5H33N2O11
Method: DFT, ωB97M-V/def2-TZVPD

- HOMO-LUMO gap: 8.76 eV
- Total charge: +1
- Molar mass: 297.32 g/mol

Atoms and positions in Å:
1 H -1.376 -2.586 -1.254
2 H 1.162 -0.421 -1.835
3 H -1.225 3.457 2.067
4 C 2.553 -1.488 -0.456
5 H -0.928 0.499 0.375
6 O -1.790 3.347 2.848
7 O -1.203 1.754 -4.125
8 O -3.174 0.864 -2.173
9 H -2.834 0.173 -1.538
10 H -4.084 0.622 -2.096
11 C -1.322 -1.561 -1.046
12 O -1.875 -1.235 2.200
13 O -1.154 2.347 -1.491
14 N 2.495 -1.958 0.932
15 C -0.006 -1.464 -0.232
16 H -0.160 -2.278 0.504
17 H -2.122 1.650 -4.128
18 H 0.702 -2.911 3.616
19 H -2.476 3.945 2.761
20 H -0.942 1.455 -5.016
21 H 1.817 -2.634 1.070
22 H 1.902 2.434 0.993
23 N -0.103 -0.176 0.691
24 H -1.256 -0.901 -1.979
25 H -0.798 1.420 3.502
26 H -2.690 -1.422 0.487
27 O -1.336 0.766 3.924
28 H 0.906 -1.401 3.755
29 H 3.519 -0.464 -2.011
30 H 0.862 0.428 0.782
31 O -0.086 3.286 0.661
32 H -1.990 1.020 4.530
33 H 3.006 1.482 0.927
34 H -0.252 -0.558 1.693
35 H -0.730 2.131 -2.325
36 O 2.291 -1.859 -3.841
37 C 1.196 -1.427 -1.199
38 C 3.691 -1.047 -1.088
39 H 3.173 -1.843 -3.989
40 H 0.629 3.889 0.681
41 H -0.403 3.106 -0.187
42 H 1.196 -2.268 -1.911
43 H 4.649 -0.960 -0.592
44 H -1.630 -0.538 2.918
45 O 2.070 1.499 0.764
46 H 2.333 -2.763 -3.393
47 H 3.343 -2.328 1.374
48 H -2.059 2.046 -1.539
49 H -1.685 -2.086 2.594
50 O 0.603 -2.049 3.201
51 O -2.413 -0.996 -0.409

=====

Run 2
Molecular formula: C5H33N2O11
Method: DFT, ωB97M-V/def2-TZVPD

- HOMO-LUMO gap: 8.70 eV
- Total charge: +1
- Molar mass: 297.32 g/mol

Atoms and positions in Å:
1 C -0.975 3.196 0.039
2 H -1.484 -3.207 0.904
3 O 2.650 -3.272 2.057
4 H 0.359 -1.693 -1.855
5 O 2.677 -0.690 1.461
6 C 0.583 0.933 -1.781
7 H 2.271 -3.328 2.927
8 H -1.638 3.786 -1.763
9 O -1.653 0.669 -4.432
10 H -0.999 4.252 0.307
11 C 1.615 0.008 -1.776
12 H 2.903 -0.032 2.151
13 H -3.202 0.948 -0.696
14 H -0.101 0.005 4.359
15 H 3.378 -0.623 0.891
16 H 3.308 -2.598 2.358
17 H 0.371 3.094 -2.294
18 N -0.849 0.511 -1.773
19 H -3.065 -0.391 -0.336
20 O 0.949 -2.507 0.371
21 O -1.803 0.083 2.427
22 O -2.476 -2.176 -2.075
23 H -2.254 0.816 2.846
24 H 0.194 -0.687 3.005
25 H -0.686 -2.157 0.390
26 C 0.505 2.732 -0.111
27 H 2.623 0.247 -1.749
28 H 0.674 1.815 0.522
29 H -0.995 -0.492 -1.813
30 O 2.818 1.142 3.781
31 H -2.127 0.093 1.510
32 H 0.898 -3.396 0.216
33 H 1.955 2.675 -1.808
34 H -1.411 1.038 -2.375
35 H 1.589 -2.512 1.165
36 H -3.341 -2.588 -2.051
37 O -1.639 2.978 -1.143
38 H 1.866 -1.929 -1.324
39 H -1.537 2.700 0.846
40 N 1.324 -1.385 -1.863
41 O 0.614 -0.462 3.812
42 H 2.044 0.707 4.145
43 O -2.849 0.446 -0.042
44 H -2.044 1.129 -5.115
45 H -1.639 -0.180 -4.654
46 H -1.079 0.768 -0.702
47 H 3.601 0.851 4.444
48 H 1.175 3.526 0.354
49 H -2.216 -2.443 -1.157
50 C 0.893 2.385 -1.576
51 O -1.594 -2.413 0.411

=====

Which structure is the most stable? The one labeled run 1.